Computed, not measured: C36H31F2IrN5O3S as an isolated structure, with ωB97M-V/def2-TZVPD.

XYZ file:
```
79
Properties=species:S:1:pos:R:3:forces:R:3
Ir -0.15825 1.60673 0.03378 0.15 -0.06 -0.04
F 2.05868 -2.03450 3.34120 0.00 0.01 0.00
C 2.13446 -0.81919 2.78628 -0.01 -0.05 0.01
C 1.12166 -0.42843 1.92330 -0.01 0.01 0.01
C 1.18664 0.82643 1.33605 -0.04 0.00 0.00
C 2.25480 1.68927 1.65313 0.04 -0.01 0.03
C 3.23895 1.23468 2.52778 -0.01 -0.02 0.00
F 4.26818 2.02622 2.85037 0.00 0.01 0.00
C 3.20813 -0.01900 3.10412 0.01 0.04 -0.02
C 2.19046 3.03391 1.07554 -0.01 0.03 -0.01
C 3.12919 4.05175 1.22401 -0.01 0.00 0.00
C 2.88966 5.29194 0.66355 0.02 0.00 0.01
C 1.71259 5.51469 -0.03770 -0.01 0.01 -0.01
C 0.82800 4.47082 -0.16891 -0.01 -0.02 0.00
N 1.05959 3.25898 0.36161 -0.01 0.02 0.00
H 0.31540 -1.13134 1.75925 0.01 0.01 0.00
H 3.98589 -0.34336 3.78004 0.00 0.00 0.00
H 4.03520 3.86996 1.77592 0.00 0.00 0.00
H 3.61784 6.08371 0.77780 0.00 0.00 0.00
H 1.48590 6.47293 -0.48144 0.00 0.00 0.00
H -0.09034 4.58205 -0.72651 0.01 -0.01 0.00
C -0.06033 -4.35467 3.17688 0.00 0.01 0.00
O -0.49949 -3.65615 2.00757 0.00 0.02 0.01
C -0.43853 -4.31598 0.82923 -0.01 -0.03 -0.01
C 0.08428 -5.59019 0.64267 0.00 0.01 0.00
C 0.08323 -6.15485 -0.62619 0.00 -0.01 0.00
C -0.44233 -5.47915 -1.71713 0.00 0.00 0.00
C -0.98270 -4.21595 -1.53341 0.01 0.00 0.01
C -0.96797 -3.63770 -0.27435 -0.02 0.02 -0.03
N -1.51108 -2.32910 -0.06463 0.04 -0.03 0.00
C -0.85797 -1.20923 -0.42115 -0.10 0.05 0.08
N 0.28284 -1.33417 -1.09643 0.12 0.01 -0.08
C 1.06219 -0.36798 -1.73584 -0.07 -0.11 0.05
C 1.00192 0.99760 -1.45656 -0.08 0.18 0.11
C 1.79019 1.85137 -2.24117 0.03 -0.02 -0.04
C 2.63283 1.34299 -3.20787 -0.03 0.05 0.03
C 2.72529 -0.02984 -3.45045 -0.02 -0.06 0.01
C 1.93795 -0.88941 -2.71890 0.06 -0.01 -0.06
O 1.90094 -2.23280 -2.84649 0.00 0.02 0.01
C 2.79184 -2.84467 -3.78478 0.00 0.00 0.00
N -1.31432 0.01483 -0.10549 -0.02 -0.09 -0.06
C -2.62106 0.19714 0.42396 -0.04 0.02 0.06
C -3.75706 -0.46494 -0.03815 -0.01 0.00 0.00
C -4.99093 -0.21557 0.54024 0.01 -0.03 -0.03
C -5.10472 0.69522 1.57973 -0.01 0.02 0.03
C -3.99352 1.40006 2.02344 0.02 -0.01 -0.02
C -2.76951 1.16402 1.42695 -0.02 -0.02 -0.02
O -1.63630 1.89808 1.72096 -0.03 0.07 -0.05
C -1.48671 2.45801 3.04216 0.05 -0.03 0.02
H -0.21934 -3.67425 4.00666 -0.01 0.00 0.00
H 1.00025 -4.59709 3.10759 0.00 0.00 -0.01
H -0.64847 -5.26106 3.32274 0.00 0.00 0.01
H 0.49172 -6.14537 1.47435 0.00 0.00 0.00
H 0.49377 -7.14716 -0.75614 0.00 0.00 0.00
H -0.45349 -5.93923 -2.69488 0.00 0.00 0.00
H -1.42680 -3.67266 -2.35929 0.00 -0.01 0.00
H -2.18221 -2.22885 0.68433 0.01 -0.01 0.02
H 0.56044 -2.29140 -1.30829 0.00 0.00 -0.01
H 1.76354 2.92020 -2.08304 0.00 -0.01 0.00
H 3.24695 2.01881 -3.78837 0.00 0.00 0.00
H 3.39730 -0.40184 -4.20892 0.00 0.00 0.00
H 2.61741 -3.91227 -3.70457 0.00 0.00 0.00
H 3.82763 -2.61911 -3.53042 0.00 0.00 0.00
H 2.56880 -2.50853 -4.79766 0.00 0.00 0.00
H -3.67456 -1.17057 -0.85379 0.00 0.01 0.00
H -5.86602 -0.73571 0.17671 0.00 0.00 0.00
H -6.06665 0.87759 2.03861 0.00 0.00 0.00
H -4.09125 2.13166 2.81358 0.00 0.00 0.00
H -1.77674 1.71870 3.78666 0.01 0.00 0.00
H -2.09012 3.35920 3.14013 0.00 0.00 -0.01
H -0.43277 2.69920 3.14617 0.00 0.00 0.01
S -3.55056 4.02833 -2.06999 -0.01 -0.01 -0.01
C -2.63176 3.18321 -3.23364 0.01 0.00 -0.01
C -1.61934 2.51197 -2.63455 -0.03 0.01 0.00
N -1.57568 2.66308 -1.26621 0.00 0.00 0.02
C -2.54847 3.43995 -0.84577 0.02 0.02 -0.02
H -2.87351 3.22128 -4.28282 0.00 0.00 0.00
H -0.87746 1.90286 -3.12586 0.00 0.00 0.00
H -2.69423 3.69379 0.19268 -0.01 0.00 0.01
```
Positions in Å, forces in eV/Å.

Results
**Calculated total energy**: -70524.99330 eV
**Lowest unoccupied orbital energy (spin up / spin down)**: -5.11 / -8.16 eV
**Multiplicity**: 2
**Frontier orbital gap (spin up / spin down)**: 8.3 / 5.1 eV
**F_max**: 0.00444 hartree/bohr
**Net charge**: +2
**Energy above the lowest of the compared OMol25 structures with the same formula, charge and spin**: 0.000 eV

***

Computed, not measured: CFN3O2 in the gas phase in a non-equilibrium geometry, with ωB97M-V/def2-TZVPD.

XYZ file:
```
7
Properties=species:S:1:pos:R:3:forces:R:3
C -0.55692 0.62333 1.33771 -1.06 -0.14 -0.63
N -0.69591 1.37785 2.16469 -0.22 2.65 3.02
N -0.22923 -0.52164 0.09505 0.45 -1.42 1.71
N 0.28704 -0.05524 -1.10660 -0.72 -1.10 -2.49
O -0.00463 1.07704 -1.35594 0.01 0.95 0.53
O 0.85505 -0.87397 -1.76081 1.61 -0.74 -0.68
F 0.34460 -1.62738 0.62590 -0.06 -0.19 -1.45
```
Positions in Å, forces in eV/Å.

Results
**Calculated total energy**: -12307.02651 eV
**Lowest unoccupied orbital energy (spin up / spin down)**: -1.05 / -5.20 eV
**Multiplicity**: 3
**Frontier orbital gap (spin up / spin down)**: 7.2 / 7.3 eV
**F_max**: 0.07821 hartree/bohr
**Energy above the lowest of the compared OMol25 structures with the same formula, charge and spin**: 4.084 eV

***

Computed, not measured: C3H10NOP3 in the gas phase in a non-equilibrium geometry, with ωB97M-V/def2-TZVPD.

XYZ file:
```
18
Properties=species:S:1:pos:R:3:forces:R:3
C 0.04679 0.21686 -0.14355 -1.71 -0.50 -1.38
C 1.45825 -1.09075 -1.64126 3.68 -2.71 2.47
C 1.01383 0.32343 -1.29556 -0.63 -1.67 0.18
N -1.14387 -0.22441 -0.25745 0.93 0.70 1.31
O 0.58193 0.63228 1.05623 -0.21 -0.38 -0.73
P -1.76279 -0.95478 -1.71559 0.72 0.82 -0.28
P -0.27007 0.92306 2.41114 -2.69 -1.03 -0.33
P 0.92301 1.87553 3.73154 0.79 0.10 0.23
H 2.31439 -1.44905 -0.88301 -1.99 0.63 -1.06
H 0.72010 -1.92325 -1.64213 0.16 1.08 0.18
H 2.04358 -1.25166 -2.54008 -0.30 0.76 -0.64
H 0.54909 0.52958 -2.24615 -0.62 1.45 0.14
H 1.76640 0.99559 -0.95457 0.95 0.38 -0.53
H -2.42321 -1.88738 -0.98231 -0.62 -1.24 0.44
H -2.95651 -0.23340 -1.82080 -0.22 0.46 0.02
H -1.47646 1.55773 1.93813 0.80 0.11 0.14
H -1.06911 -0.31471 2.73244 1.41 0.85 -0.45
H -0.31536 2.27535 4.25298 -0.42 0.19 0.30
```
Positions in Å, forces in eV/Å.

Results
**Calculated total energy**: -34674.34763 eV
**Lowest unoccupied orbital energy**: 0.75 eV
**Frontier orbital gap**: 8.4 eV
**F_max**: 0.10100 hartree/bohr
**SMILES string**: CC/C(=N\P)O[PH2]=P
**Energy above the lowest of the compared OMol25 structures with the same formula, charge and spin**: 0.135 eV

***

Computed, not measured: C16H28IrN6O3Se as an isolated structure, with ωB97M-V/def2-TZVPD.

XYZ file:
```
55
Properties=species:S:1:pos:R:3:forces:R:3
Ir -2.21404 -0.38353 0.39931 -0.52 -0.09 0.48
N -2.41871 1.41848 -0.67634 0.10 -0.11 -0.17
C -3.79032 1.97051 -0.52861 -0.06 -0.11 -0.06
C -4.28400 1.61939 0.85933 0.01 -0.03 0.03
N -4.13639 0.15453 1.09126 0.30 -0.03 0.13
C -5.21388 -0.68947 0.49937 0.15 -0.07 -0.06
C -4.79037 -1.22834 -0.86235 -0.05 0.04 -0.02
N -3.42968 -1.76693 -0.70567 0.55 0.13 0.12
H -2.14385 1.37518 -1.65343 -0.06 0.06 -0.02
H -1.75771 2.04550 -0.21696 0.01 -0.02 0.01
H -3.80813 3.04804 -0.68904 0.04 0.01 0.05
H -4.41862 1.51610 -1.29170 -0.02 0.05 -0.02
H -3.66139 2.11179 1.60512 -0.02 0.02 0.01
H -5.32033 1.92623 1.00588 -0.01 0.01 -0.04
H -4.11401 0.01423 2.09872 -0.09 -0.07 0.00
H -5.37743 -1.53034 1.17450 0.03 0.01 0.02
H -6.14736 -0.12965 0.43494 0.00 0.00 -0.02
H -5.48861 -2.00098 -1.18780 -0.02 0.00 0.02
H -4.77720 -0.45457 -1.62618 0.00 0.00 -0.01
H -3.45263 -2.55110 -0.05443 0.16 -0.12 -0.14
H -3.02879 -2.16334 -1.54986 -0.27 0.11 -0.15
O -2.00509 -1.89540 1.76986 -0.30 0.24 -0.08
C -1.66838 -3.11121 1.47510 0.56 0.18 0.35
O -1.60446 -3.60093 0.36323 -0.22 -0.10 -0.41
H -1.37046 -3.68153 2.36773 -0.20 -0.05 0.03
C 5.48674 -1.03663 0.02797 0.00 0.01 0.00
C 4.35956 -0.32314 0.75828 0.00 0.02 0.01
N 4.01533 0.96909 0.17033 0.02 -0.04 -0.05
C 4.93457 2.09465 0.37418 0.01 -0.01 -0.01
C 5.70557 2.46765 -0.88305 0.00 -0.01 0.00
C 2.87659 1.21849 -0.49590 -0.02 0.03 0.02
O 2.54298 2.32348 -0.90150 0.00 -0.02 0.03
C 1.92430 0.07976 -0.76911 0.01 0.00 0.01
C 2.14063 -0.88799 -1.73545 0.00 -0.01 0.03
C 1.11224 -1.76957 -2.03031 0.00 -0.04 0.00
C -0.08805 -1.65587 -1.36222 -0.08 -0.11 0.11
N -0.30263 -0.71933 -0.42269 -0.24 0.08 0.01
C 0.69506 0.12865 -0.13676 -0.01 -0.03 -0.08
H 5.70737 -1.98650 0.51520 0.00 0.00 0.00
H 6.39876 -0.43948 0.03197 0.00 0.00 0.00
H 5.22063 -1.23755 -1.01111 0.00 0.00 0.00
H 4.64282 -0.14496 1.79764 -0.01 0.00 0.01
H 3.46571 -0.94404 0.78784 0.00 -0.01 -0.01
H 5.61497 1.80497 1.17483 0.00 0.00 0.00
H 4.35011 2.94673 0.72128 0.00 0.00 0.00
H 6.29196 1.62564 -1.25234 0.00 0.00 0.00
H 6.38967 3.28873 -0.66829 -0.01 0.00 0.00
H 5.02172 2.79101 -1.66602 0.00 0.00 0.00
H 3.08733 -0.94526 -2.25729 0.00 0.00 0.00
H 1.22958 -2.54658 -2.77197 0.01 0.01 0.00
H -0.89589 -2.35125 -1.53583 0.09 0.01 0.02
H 0.50651 0.88407 0.60827 -0.07 0.04 0.05
Se 0.22887 0.70529 4.20627 0.06 0.08 0.02
C -0.77855 0.79475 2.79549 -0.17 -0.15 -0.10
N -1.46258 0.85254 1.82832 0.32 0.02 -0.13
```
Positions in Å, forces in eV/Å.

Results
**Calculated total energy**: -100311.84840 eV
**Lowest unoccupied orbital energy**: -2.77 eV
**Frontier orbital gap**: 7.7 eV
**F_max**: 0.01385 hartree/bohr
**Net charge**: +1
**Energy above the lowest of the compared OMol25 structures with the same formula, charge and spin**: 0.753 eV